Below is 10 unconnected molecules or ions with the total composition C32H86N2O10 in a non-equilibrium geometry, with properties calculated with wB97M-V/def2-TZVPD.

Calculated values
E_HOMO: -9.4166 eV
relative energy (zero: lowest compared OMol25 entry of this formula, charge and spin): 92.74 kcal/mol
frontier orbital gap: 9.772 eV
charge: 0

XYZ file:
```
130
Properties=species:S:1:pos:R:3:forces:R:3:lowdin_charge:R:1
C -12.52426 -15.58388 -2.77314 0.1 -2.0 1.0 -0.062
C -11.05118 -15.24484 -2.55705 -0.6 2.6 -0.2 -0.466
C -10.69336 -14.91577 -1.07365 -1.6 0.6 -1.3 -0.224
O -9.41723 -14.37652 -1.03175 1.2 0.5 -0.3 -0.188
C -9.07316 -13.80159 0.21422 0.3 -0.3 0.1 -0.100
N -10.15480 -16.21550 -3.08718 -0.1 -1.2 0.1 0.045
H -13.22800 -15.07492 -2.11451 0.2 0.4 -0.2 0.076
H -12.58388 -16.62713 -2.46303 -0.4 -0.4 0.4 0.067
H -12.91839 -15.67723 -3.78510 0.5 0.8 -0.2 0.078
H -10.93378 -14.35783 -3.17957 0.5 0.6 0.4 0.131
H -10.83580 -15.82454 -0.48887 0.3 -0.3 0.4 0.128
H -11.39755 -14.16364 -0.71794 -0.3 0.1 0.2 0.119
H -9.07454 -14.62788 0.92511 -0.2 0.4 0.6 0.090
H -9.68045 -12.94195 0.49760 -0.8 -0.3 0.1 0.086
H -8.08720 -13.33710 0.22940 0.3 -0.6 -0.7 0.085
H -10.43088 -17.02677 -2.55265 0.2 -1.0 -0.3 0.067
H -9.24486 -16.00787 -2.70117 0.5 0.2 -0.2 0.068
C -22.68568 -23.07025 -2.24474 -0.6 1.1 0.4 -0.074
C -23.92320 -23.04184 -3.14324 0.9 -3.4 -0.1 -0.428
C -24.06862 -24.42462 -3.93514 1.7 0.1 -0.2 -0.189
O -24.24709 -25.57499 -3.10302 -1.4 0.2 0.2 -0.204
C -24.49354 -26.80641 -3.79333 0.1 0.3 0.1 -0.105
N -25.08194 -22.87649 -2.32647 -1.2 0.4 0.0 0.033
H -22.69303 -22.04548 -1.87341 1.0 0.5 -0.5 0.071
H -21.80587 -23.39428 -2.80064 0.1 0.3 0.4 0.078
H -22.78009 -23.51542 -1.25428 -0.3 -1.2 -0.5 0.077
H -23.74952 -22.24332 -3.86455 -0.4 0.0 -0.1 0.134
H -23.11040 -24.66126 -4.39767 0.3 0.5 -0.7 0.108
H -24.80642 -24.36160 -4.73499 -0.4 0.0 0.1 0.113
H -24.88108 -27.53435 -3.08059 0.6 0.1 0.3 0.086
H -23.59657 -27.15072 -4.30813 0.3 -0.2 0.3 0.083
H -25.25954 -26.83229 -4.56838 -0.3 1.0 -0.2 0.078
H -25.25799 -23.79555 -1.94643 0.2 -0.3 0.8 0.067
H -25.86566 -22.84284 -2.96268 -0.5 0.7 -0.2 0.070
C -23.01153 -24.53876 -10.30961 1.5 1.4 1.1 -0.080
C -24.29382 -25.23875 -10.55886 -1.4 0.6 -0.8 -0.521
C -25.41073 -24.28031 -11.07111 0.4 0.3 1.5 -0.046
O -24.05160 -26.17757 -11.54423 0.2 -1.5 -1.4 -0.051
H -22.24137 -25.21307 -9.93510 -0.1 -0.2 -0.1 0.085
H -23.01342 -23.70157 -9.61161 -0.6 -0.1 0.5 0.078
H -22.58932 -24.01365 -11.16639 -0.2 -0.4 -0.7 0.084
H -24.60084 -25.86847 -9.72381 -0.2 0.5 0.4 0.141
H -26.39470 -24.70584 -11.26816 0.3 -0.5 -0.1 0.075
H -25.08621 -23.71203 -11.94280 0.2 -0.2 -0.1 0.077
H -25.56297 -23.55282 -10.27382 -0.2 0.3 0.0 0.070
H -23.83410 -25.67689 -12.33392 0.1 -0.2 -0.3 0.088
C -10.39674 -29.88166 -8.33359 -0.7 0.9 -1.5 -0.045
C -10.84496 -28.97311 -9.53613 0.0 0.9 1.8 -0.482
C -11.53803 -27.64343 -9.05151 0.2 -0.6 -0.7 -0.056
O -9.73987 -28.65847 -10.33339 0.8 0.1 -0.3 -0.056
H -9.98407 -30.78802 -8.77667 -0.3 -0.3 0.3 0.072
H -11.33704 -30.00165 -7.79550 0.3 -0.7 0.3 0.071
H -9.63491 -29.47269 -7.66991 -0.1 0.4 -0.2 0.075
H -11.52817 -29.54510 -10.16396 -0.4 -0.1 0.3 0.126
H -10.91166 -27.00139 -8.43220 0.2 -0.5 0.4 0.075
H -12.50458 -27.82755 -8.58248 0.1 0.0 0.2 0.070
H -11.71375 -26.99527 -9.91007 -0.3 -0.2 -0.3 0.063
H -10.08571 -28.32500 -11.16453 0.2 0.1 -0.1 0.087
C -8.25969 -23.69600 -2.07361 -0.3 0.3 -0.2 -0.063
C -9.77280 -23.39330 -2.27790 0.7 -1.8 0.9 -0.471
C -10.61613 -24.54071 -1.61385 0.0 -0.1 -0.1 -0.058
O -10.07826 -22.16590 -1.68698 -0.3 0.7 0.2 -0.052
H -7.65406 -22.92842 -2.55540 0.0 0.0 -0.2 0.074
H -7.93836 -24.68020 -2.41450 -0.2 0.0 -0.2 0.074
H -7.98087 -23.64523 -1.02110 -0.3 0.0 0.3 0.073
H -9.98090 -23.24691 -3.33779 -0.1 -0.4 0.0 0.134
H -10.31094 -25.56788 -1.81364 0.3 0.1 -0.8 0.068
H -11.68892 -24.50543 -1.80349 0.0 0.3 -0.2 0.069
H -10.51796 -24.56915 -0.52865 0.2 0.8 0.3 0.070
H -9.83895 -22.24080 -0.76031 0.0 0.1 0.2 0.085
C -27.31819 -17.42715 -12.26614 -0.6 0.2 0.2 -0.061
C -25.97528 -16.84811 -11.81541 -0.8 -1.4 0.3 -0.517
C -25.40867 -17.75701 -10.73653 0.7 -0.1 0.9 -0.072
O -25.17960 -16.88050 -12.94763 1.2 0.3 -1.1 -0.042
H -27.24493 -18.47629 -12.55255 0.5 -0.1 0.1 0.079
H -27.72536 -16.92987 -13.14650 0.1 0.3 0.1 0.077
H -28.07326 -17.40768 -11.48029 0.0 0.2 0.1 0.077
H -26.02022 -15.81275 -11.47763 -0.5 0.1 0.3 0.136
H -25.93083 -17.58767 -9.79484 -0.4 -0.5 0.0 0.079
H -24.36362 -17.63807 -10.45047 0.3 1.0 -0.3 0.070
H -25.34746 -18.80572 -11.02732 -0.9 -0.1 -0.1 0.080
H -24.41440 -16.35257 -12.70814 0.4 -0.1 -0.4 0.093
C -18.01246 -14.95640 -11.57040 0.4 0.3 0.6 -0.063
C -18.52706 -15.13560 -12.98370 0.2 -1.7 0.0 -0.508
C -18.68525 -16.60454 -13.34131 -0.9 -1.8 1.0 -0.077
O -19.84156 -14.66052 -12.99828 -1.0 0.9 -0.7 -0.048
H -17.88855 -13.91772 -11.26393 0.5 0.3 -0.6 0.073
H -17.10517 -15.52470 -11.36560 0.1 0.2 0.0 0.079
H -18.75607 -15.22862 -10.82136 -0.3 -0.7 -0.4 0.081
H -17.88325 -14.78965 -13.79234 0.1 1.1 0.2 0.136
H -17.83793 -17.28416 -13.25029 0.5 0.6 -0.2 0.079
H -19.22386 -16.86624 -14.25209 0.4 0.8 -0.5 0.078
H -19.37915 -17.05091 -12.62902 -0.2 0.1 0.5 0.075
H -19.87528 -13.72522 -13.21204 0.1 0.1 0.0 0.095
C -15.36597 -21.47040 -6.57609 -0.5 -0.6 -0.1 -0.060
C -16.28644 -21.30049 -7.77728 -0.9 2.4 -0.3 -0.467
C -17.34543 -20.15045 -7.68088 0.4 -0.7 0.6 -0.062
O -15.51205 -20.97998 -8.94597 0.0 -1.0 0.0 -0.069
H -14.64710 -20.65550 -6.49094 0.2 -0.2 -0.2 0.080
H -14.92738 -22.45223 -6.75422 0.8 0.3 0.2 0.078
H -15.84725 -21.54906 -5.60127 -0.5 0.1 -0.1 0.076
H -16.85034 -22.21526 -7.95982 0.3 -0.1 -0.3 0.130
H -18.06245 -20.38341 -6.89365 -0.2 0.1 0.0 0.069
H -17.85149 -20.00020 -8.63452 0.0 -0.3 0.0 0.072
H -16.89383 -19.18871 -7.43753 0.3 0.0 0.1 0.071
H -14.96836 -20.21658 -8.73804 0.1 0.1 0.1 0.080
C -22.19497 -14.38145 -4.89543 0.6 -0.6 0.3 -0.070
C -21.16142 -13.41845 -4.28978 0.3 1.0 -2.2 -0.432
C -19.80857 -13.21802 -5.10661 -1.2 -0.7 0.5 -0.050
O -21.82011 -12.12738 -4.32518 0.5 -0.1 0.6 -0.078
H -22.65366 -14.06486 -5.83217 0.3 0.4 0.1 0.079
H -22.99823 -14.52369 -4.17249 -0.1 0.0 0.0 0.071
H -21.76194 -15.36458 -5.07991 0.1 -0.1 0.1 0.070
H -20.87585 -13.74203 -3.28886 -0.2 0.2 0.2 0.126
H -19.93450 -12.82895 -6.11699 -0.5 0.1 0.1 0.071
H -19.34199 -14.19341 -5.24454 0.3 0.0 0.3 0.065
H -19.14865 -12.52976 -4.57850 0.0 -0.2 0.1 0.068
H -22.17082 -11.91056 -3.45823 0.0 0.0 0.1 0.080
C -10.67182 -14.91005 -10.24252 0.8 0.6 -0.8 -0.061
C -10.53575 -16.41804 -10.33951 1.1 1.2 -0.4 -0.539
C -9.11962 -16.95354 -10.28972 0.4 -0.1 0.1 -0.059
O -11.25071 -16.91225 -9.27579 -1.8 -1.7 1.0 -0.048
H -11.65769 -14.60618 -10.59442 0.0 0.1 0.2 0.078
H -9.90897 -14.39299 -10.82460 -0.1 0.0 -0.5 0.074
H -10.48068 -14.53505 -9.23706 -0.3 -0.3 0.2 0.080
H -10.97789 -16.76636 -11.27294 -0.4 -0.1 0.1 0.138
H -9.20972 -17.99653 -9.98615 0.3 0.0 0.0 0.081
H -8.52443 -16.40019 -9.56333 0.0 -0.1 0.3 0.079
H -8.54079 -16.92686 -11.21295 -0.3 0.1 -0.2 0.078
H -10.79655 -16.81225 -8.43595 0.3 0.2 -0.1 0.098
```
Forces are in eV/Å.

Below is 6 unconnected molecules or ions with the total composition C17H37Cl2N13O5P2S in a non-equilibrium geometry, with properties calculated with wB97M-V/def2-TZVPD.

Calculated values
E_HOMO: -8.0180 eV
frontier orbital gap: 5.942 eV
charge: 0

XYZ file:
```
77
Properties=species:S:1:pos:R:3:forces:R:3:lowdin_charge:R:1
C -2.34962 0.04608 1.27767 -0.2 -0.4 0.1 -0.204
C -1.66481 0.66445 -0.09893 -0.1 1.2 0.5 -0.412
P -1.21465 -0.84968 -1.23969 -0.4 -0.4 0.1 0.884
C -1.84020 -0.45160 -3.02533 0.0 0.3 -0.8 -0.322
C 0.71688 -1.05688 -1.32493 4.2 0.2 0.0 -0.295
C 1.48558 0.07621 -2.28451 4.4 -2.9 1.8 -0.011
C 3.13996 0.03089 -2.39372 -4.2 -1.0 0.9 -0.144
C 3.89048 1.19463 -3.30981 1.0 -1.9 1.1 -0.584
Cl 2.82508 1.68320 -4.78340 1.1 -0.5 1.6 0.532
C 4.34759 2.49008 -2.39255 0.3 1.2 -0.7 -0.622
C 3.41937 3.84090 -2.65403 0.4 -0.4 1.4 -0.188
Cl 4.20581 2.15431 -0.53765 0.2 0.1 -1.8 0.510
C 3.96052 -1.14457 -1.56511 0.7 1.0 -0.6 -0.214
N 5.49684 -1.17589 -1.64224 -6.4 -3.3 2.9 -0.270
S 5.79372 -2.55548 -0.56386 -3.2 1.0 -0.8 0.860
N 4.22827 -3.18785 0.00619 -1.1 5.2 -3.7 -0.265
C 3.20726 -2.26436 -0.62365 1.7 1.0 -0.9 -0.231
C 1.55948 -2.21154 -0.51029 0.9 3.0 -1.8 -0.240
P 0.64234 -3.49892 0.62604 -1.6 -0.5 -2.4 0.697
N -0.42481 -4.42041 -0.22377 2.0 1.8 0.5 -0.365
H -1.70305 0.23652 2.24693 -1.2 -0.5 -2.1 0.061
H -2.49624 -1.11384 1.08751 0.4 2.3 0.7 0.044
H -3.41945 0.48692 1.50396 2.2 -0.7 -0.6 0.082
H -0.71077 1.33155 0.11863 -2.0 -1.4 -0.3 0.081
H -2.47794 1.36226 -0.60988 1.8 -1.6 0.8 0.081
H -1.99661 -1.48234 -3.58463 0.4 2.1 1.2 0.057
H -2.89608 0.09085 -2.96684 2.3 -1.1 0.0 0.042
H -1.09995 0.21264 -3.64533 -1.5 -1.2 1.0 0.032
H 0.86189 0.88598 -2.86266 1.5 -1.9 1.3 0.071
H 4.84417 0.66426 -3.79078 -2.1 1.4 1.1 0.112
H 5.50855 2.71255 -2.55915 -2.7 -0.6 0.3 0.123
H 3.69850 4.41597 -3.63898 -0.7 -1.4 1.9 0.087
H 3.60397 4.53141 -1.69790 -0.3 -1.4 -2.3 0.081
H 2.30472 3.49030 -2.59237 2.1 0.8 -0.4 0.072
H -0.02989 -2.67959 1.64397 1.1 -0.6 -0.6 -0.012
H 1.59327 -4.38773 1.30338 -0.4 1.4 -0.2 0.017
H -0.32979 -4.09475 -1.21109 -0.4 -0.4 0.9 -0.058
C -3.86128 2.47717 -4.71844 -0.2 -0.5 0.3 -0.714
O -4.24511 1.47129 -4.14252 -0.1 -0.1 0.1 0.007
N -3.93342 2.62294 -6.05376 -0.3 -0.3 -1.4 0.152
N -3.33192 3.52970 -4.06915 0.5 0.9 1.1 0.154
H -3.62265 3.44351 -6.54595 -0.1 -0.2 0.1 0.098
H -4.32576 1.85353 -6.58047 0.2 0.3 0.2 0.114
H -3.25946 3.46095 -3.06251 0.0 0.1 -0.4 0.110
H -3.01039 4.36644 -4.52589 -0.1 -0.2 0.1 0.098
C -0.79855 -3.63690 4.47066 0.5 -0.2 -0.6 -0.747
O 0.27883 -3.12946 4.20127 0.1 0.2 0.0 0.003
N -1.25669 -3.74510 5.73079 -0.2 0.3 1.6 0.151
N -1.62387 -4.13315 3.53141 -0.4 -0.2 -1.0 0.173
H -2.14098 -4.15960 5.97239 0.2 0.0 0.0 0.102
H -0.66595 -3.38371 6.46820 -0.2 -0.2 -0.2 0.120
H -1.31688 -4.07166 2.56950 -0.3 -0.2 0.2 0.059
H -2.51470 -4.55460 3.73373 0.2 0.0 -0.1 0.105
C 8.29483 -1.99691 -4.91627 0.7 0.1 -0.5 -0.727
O 9.26760 -1.92987 -5.65114 0.0 0.0 0.0 0.019
N 8.02520 -1.06920 -3.98022 0.1 1.3 0.9 0.152
N 7.40561 -3.00449 -4.97695 -0.8 -1.3 -0.4 0.150
H 7.22934 -1.10709 -3.36595 0.0 0.0 0.0 0.042
H 8.66986 -0.29361 -3.90140 -0.2 -0.3 0.0 0.112
H 7.57150 -3.72421 -5.66817 -0.1 0.3 0.3 0.112
H 6.59870 -3.07695 -4.38047 0.1 0.0 -0.1 0.091
C -2.72297 0.32254 5.34012 0.3 0.2 -0.1 -0.700
O -2.73539 1.54305 5.37196 -0.1 0.3 0.1 0.020
N -1.63477 -0.38469 4.98632 1.1 -0.1 -0.3 0.174
N -3.79639 -0.42416 5.65602 -1.4 -0.4 0.5 0.164
H -1.60518 -1.38980 4.95415 0.0 0.2 0.0 0.058
H -0.80486 0.13912 4.74092 -0.3 -0.3 0.1 0.119
H -4.63666 0.06905 5.92802 0.2 -0.3 -0.1 0.104
H -3.80542 -1.42997 5.63579 0.0 0.2 0.0 0.094
C -6.03469 3.53068 5.22162 0.3 -0.4 -0.6 -0.724
O -6.00667 3.21365 4.04284 -0.1 0.0 -0.1 0.018
N -6.89767 4.43972 5.70992 -1.3 1.2 0.1 0.140
N -5.20508 2.99924 6.13756 0.5 -0.8 0.6 0.157
H -6.93593 4.71373 6.67719 0.0 -0.1 -0.2 0.093
H -7.53990 4.86406 5.05356 0.3 -0.1 0.3 0.109
H -4.53952 2.31067 5.81168 0.4 0.3 0.0 0.049
H -5.21310 3.24755 7.11245 0.0 0.0 -0.2 0.099
```
Forces are in eV/Å.